The following is a DFT calculation (ωB97M-V/def2-TZVPD) of one molecule with the formula C20H23F10N3OS2 at a distorted geometry.

* HOMO: -0.3170 Eh
* orbital gap: 7.911 eV
* charge: 0
* structure (SMILES): CCN(CCc1cnc2cc(S)c(CCC(F)(F)C(F)(F)S(F)(F)(F)(F)F)c(CCF)c2n1)C(C)=O
* spin multiplicity: 1

XYZ file:
```
59
C20H23F10N3OS2 (ωB97M-V/def2-TZVPD)
S -2.680 1.494 -3.416
S -4.813 -3.636 -2.801
F -6.223 -4.427 -2.579
F -1.470 -3.755 -1.747
F -4.219 -4.434 -1.516
F -2.900 1.624 2.556
F -4.337 -4.893 -3.758
F -3.567 -1.512 -3.736
F -5.433 -2.416 -1.916
F -5.466 -2.963 -4.166
F -2.573 -3.400 -4.183
F -1.187 -1.705 -2.493
O 5.286 1.300 -0.204
N 1.294 3.593 -0.723
N 3.839 0.804 1.600
N 0.805 1.805 1.682
C 0.032 1.765 0.528
C 4.210 0.897 0.193
C -1.106 0.774 0.486
C -1.333 -0.087 1.790
C 4.155 2.038 2.348
C -1.944 0.624 -0.693
C 3.578 -1.641 2.370
C -3.134 -0.415 -0.777
C -0.623 2.491 -1.808
C 2.822 2.826 2.805
C 1.823 2.694 1.601
C -1.691 1.517 -1.874
C 3.212 0.410 -0.932
C 2.043 3.562 0.407
C 0.289 2.640 -0.623
C 4.554 -0.398 2.127
C -2.668 -1.922 -0.665
C -2.177 -2.580 -1.993
C -1.798 0.834 2.998
C -3.221 -2.715 -3.163
H -1.793 -1.965 0.047
H 2.745 -1.646 1.611
H -3.491 -2.491 -0.148
H 4.124 -2.622 2.228
H 3.348 -0.703 -1.093
H 5.156 -0.215 3.051
H -2.064 0.190 3.880
H 3.211 -1.618 3.428
H 2.402 2.443 3.766
H 2.138 0.543 -0.633
H -1.712 1.456 -4.407
H -0.427 -0.701 2.054
H 4.721 2.778 1.707
H -0.460 3.175 -2.681
H -1.002 1.542 3.335
H -2.205 -0.786 1.621
H -3.808 -0.188 -1.641
H 5.264 -0.747 1.317
H 4.756 1.877 3.278
H 3.120 3.914 2.866
H -3.751 -0.206 0.150
H 3.448 0.891 -1.921
H 2.902 4.287 0.459
```